Entry 1:
C9H15AsF12O17S2V3 as an isolated structure in a non-equilibrium geometry. Source: the OMol25 dataset; level of theory: ωB97M-V/def2-TZVPD.

```
59
Properties=species:S:1:pos:R:3:forces:R:3:mulliken_charge:R:1
O -6.92316 8.03592 4.98484 -0.48 0.79 0.18 -0.60
V -6.84016 9.60899 5.18220 1.88 0.99 -1.64 1.57
O -6.40615 9.78942 6.66958 -0.63 0.27 0.33 -0.56
O -2.91853 13.88630 5.23411 1.26 1.24 1.25 -0.64
V -3.37788 13.52771 3.81157 -4.51 -4.18 -2.72 1.82
O -2.49849 13.97398 2.59025 0.73 0.76 0.70 -0.69
O -1.97795 7.07467 1.67876 -2.61 1.37 -2.17 -0.53
V -3.18851 7.92720 0.98055 1.80 1.72 3.24 1.54
O -2.58065 9.11996 0.18112 0.03 -1.45 0.15 -0.46
C -2.47681 9.26216 5.60859 -0.45 -1.72 -2.91 0.42
F -2.71124 7.87545 5.62670 0.45 2.09 -0.22 -0.19
F -2.75963 9.72482 6.76301 -0.95 0.78 1.07 -0.17
F -1.20644 9.50820 5.35478 0.44 -0.40 -0.16 -0.17
S -3.51479 10.00447 4.05216 -0.29 -1.28 0.64 0.14
O -3.08210 11.35773 3.85443 1.28 0.71 -0.20 -0.14
O -3.30123 9.08698 2.91936 0.44 0.36 0.65 0.05
O -4.85011 9.96871 4.56944 -0.93 -0.62 0.33 -0.10
S -6.62368 12.72833 3.68375 -3.67 4.35 0.16 1.18
O -7.12579 11.38380 4.00788 -0.65 -3.83 0.92 -0.70
O -5.33623 12.71163 3.02533 6.40 -0.37 -0.69 -0.52
O -7.46813 13.42840 2.72776 -0.73 -0.93 0.50 -0.70
O -6.48937 13.42888 4.93554 0.62 0.66 1.52 -0.83
As -6.87039 9.28511 0.92718 -3.17 2.81 -0.65 1.82
F -7.32261 7.52675 0.85419 0.56 2.17 -0.10 -0.51
F -6.66294 9.34746 -0.85122 0.06 -0.64 1.84 -0.50
F -6.30729 11.01935 0.95912 -0.25 -2.97 0.16 -0.45
F -6.99959 9.21019 2.69224 0.22 -0.28 -1.58 -0.18
F -5.17768 8.71582 1.17170 1.22 -0.90 -0.53 -0.35
F -8.55154 9.93699 0.82939 2.02 -1.51 -0.01 -0.51
C -5.35469 6.45768 8.19232 0.89 -0.65 0.14 -0.63
O -5.05381 5.09147 7.87229 1.12 0.09 0.12 -0.37
C -3.83050 4.99723 7.10256 -0.43 -2.08 -1.84 -0.20
C -2.87855 3.76650 7.45169 -1.85 1.73 1.65 -0.65
O -3.25122 2.45739 7.06556 -0.54 0.53 -0.94 -0.40
C -4.67279 2.12337 7.07988 1.24 0.97 0.59 -0.59
H -6.26673 6.48289 8.78867 0.02 0.00 -0.28 0.23
H -5.39952 7.07332 7.29395 -0.38 0.05 -0.03 0.23
H -4.51192 6.79570 8.79530 -0.10 0.51 0.25 0.34
H -3.23415 5.90488 7.00967 -0.19 0.14 0.55 0.23
H -4.20253 4.75341 6.10745 0.16 0.42 -0.55 0.31
H -2.94884 3.90892 8.53005 0.34 -0.82 0.74 0.36
H -1.83641 3.97865 7.21283 -0.20 -0.24 -0.59 0.37
H -5.31883 2.65722 6.38293 0.51 0.05 -0.68 0.23
H -5.06093 2.49476 8.02831 -0.19 -0.84 0.44 0.30
H -4.66429 1.05215 6.87860 -0.43 0.16 0.39 0.23
C 2.47797 9.49589 5.65170 -1.51 2.07 -1.17 -1.18
C 1.91019 10.46706 4.55374 0.49 -2.62 -0.84 -0.18
O 2.05991 11.80987 4.89882 -0.38 2.34 0.22 -0.28
C 1.02148 12.65193 4.72519 -3.76 -2.05 0.44 0.46
O -0.16661 12.26901 4.65639 3.84 1.63 -0.05 -0.51
C 1.41347 14.17798 4.68133 0.24 -2.12 0.17 0.76
F 1.21409 14.74867 5.86941 0.44 0.01 -0.08 -0.24
F 2.70770 14.21459 4.31782 -0.08 0.79 0.33 -0.25
F 0.68769 14.79611 3.79201 -0.30 0.45 -0.52 -0.20
H 2.56696 8.50443 5.20764 0.31 0.13 0.23 0.34
H 1.70988 9.51238 6.42491 0.49 -0.29 0.46 0.28
H 3.39902 10.01100 5.92453 0.16 -0.77 0.49 0.38
H 0.90719 10.20010 4.22085 -0.12 0.32 0.45 0.28
H 2.53758 10.32568 3.67369 0.12 0.10 -0.16 0.32
```
Positions in Å, forces in eV/Å.

Results
Net charge: -1
LUMO energy, eV: -1.22
E, a.u.: -8693.708230
Highest occupied orbital energy, eV: -5.8

***

Entry 2:
One molecule with the formula C18H19N3O6S in a non-equilibrium geometry. Source: the OMol25 dataset; level of theory: ωB97M-V/def2-TZVPD.

```
47
Properties=species:S:1:pos:R:3:forces:R:3:nbo_charge:R:1
C 2.74268 -3.68771 -0.89175 -6.94 -9.68 -3.19 -0.20
H 3.22814 -4.24319 -0.22294 2.43 -2.02 2.72 0.18
H 2.86683 -4.03373 -1.87271 0.89 -1.77 -1.89 0.14
H 1.64007 -3.99782 -0.78364 0.78 0.66 0.45 0.17
O 2.97023 -2.51201 -0.88605 5.75 12.51 4.53 -0.49
C 2.42802 -1.47706 -1.47362 1.14 1.54 2.23 0.34
C 2.65669 -0.07251 -1.05461 -6.56 -5.75 -8.50 -0.23
C 1.70075 0.72348 -1.62314 2.82 2.03 2.80 -0.05
C 0.94467 0.44100 -2.70712 -2.84 5.68 -1.84 -0.29
C 0.85033 -0.73449 -3.22649 -0.22 -7.19 -0.94 -0.13
C 1.51242 -1.82252 -2.31350 -5.00 -0.99 -9.14 -0.33
H 1.39943 -2.94904 -2.77893 0.30 3.08 1.74 0.24
H 0.24816 -1.04148 -4.23704 1.56 0.86 2.92 0.24
H 0.36795 1.36727 -3.12064 1.01 -1.84 0.47 0.23
C 1.69188 2.07674 -0.98889 2.36 5.38 -0.96 -0.25
N 1.23347 2.10433 0.38181 -10.68 -1.32 -11.91 -0.60
C 1.88257 1.98095 1.35203 6.40 -1.58 13.87 0.71
O 3.08815 2.25477 1.56171 -2.00 -0.80 -0.66 -0.68
C 0.89276 1.32762 2.73230 13.00 1.76 2.15 -0.46
H 1.38845 1.95702 3.66038 -2.21 -0.94 -2.30 0.23
H -0.03289 1.32906 2.49387 -6.40 -0.04 -0.99 0.19
C 1.56859 -0.08505 3.02218 -3.77 1.44 -3.02 -0.20
N 1.14250 -0.88695 1.79802 6.09 0.83 0.51 -0.96
S -0.10157 -1.74064 1.73086 -9.09 -8.83 -2.17 2.13
O -0.79943 -2.45556 3.03444 3.46 4.34 -4.13 -0.87
O -0.08475 -2.81786 0.62303 1.76 2.92 2.80 -0.94
C -1.34074 -0.62756 0.81945 -1.46 -2.33 14.96 -0.15
C -2.38297 -0.06508 1.99687 4.16 0.11 -4.68 -0.19
C -3.02430 0.99810 1.43257 -3.94 0.52 3.22 -0.24
C -3.06638 1.36336 0.05271 1.83 -3.60 1.76 0.04
C -2.25292 0.59844 -0.70607 1.74 0.72 -4.54 0.33
C -1.34653 -0.45430 -0.40326 -4.56 5.11 -2.75 -0.34
H -0.65821 -0.81521 -0.96428 4.08 -2.45 -4.23 0.26
O -2.27008 1.15243 -2.16290 -1.23 -0.18 3.06 -0.50
C -3.24484 2.11555 -2.05558 2.13 -6.44 8.07 0.89
O -3.74429 2.80610 -2.74360 -3.42 7.27 -9.69 -0.53
N -3.86772 2.06074 -0.74923 -1.74 4.53 2.05 -0.63
H -4.37570 3.03183 -0.31887 1.99 -3.63 -2.07 0.43
H -3.84569 1.42135 2.13351 1.43 -0.02 -1.29 0.22
H -2.18837 -0.35632 3.06639 -0.67 0.25 -1.48 0.28
H 1.97036 -1.17335 1.17284 -1.99 0.18 1.12 0.47
H 1.06164 -0.45160 3.85910 -0.49 -1.11 1.39 0.22
H 2.60399 -0.22019 3.08910 1.47 0.68 0.22 0.23
H 0.28683 1.63016 0.22665 1.25 1.02 1.92 0.41
H 2.78074 2.42956 -0.69267 -1.63 -0.37 -1.95 0.26
H 1.07415 3.00350 -1.62990 1.90 -2.89 1.73 0.21
H 3.09862 0.13652 -0.27755 5.12 2.34 7.64 0.19
```
Positions in Å, forces in eV/Å.

Results
LUMO energy, eV: -0.10
E, a.u.: -1710.657340
Highest occupied orbital energy, eV: -8.9

***

Entry 3:
A 2-piece molecular cluster, CH4N3P overall in a non-equilibrium geometry. Source: the OMol25 dataset; level of theory: ωB97M-V/def2-TZVPD.

```
9
Properties=species:S:1:pos:R:3:forces:R:3:nbo_charge:R:1
C 0.42362 0.93282 -0.19181 -0.31 -3.23 -0.42 -0.33
N 1.39226 -0.02325 -0.56822 -0.69 2.31 1.05 -0.23
N 0.92438 -1.16551 -0.61826 -0.81 -2.02 -0.33 0.03
N -0.42879 -1.23002 -0.44729 -0.89 -1.65 0.40 -0.72
P -1.27821 0.29547 -0.42740 1.14 -0.02 0.08 0.69
H 0.78799 0.93832 2.18358 -0.04 0.03 -0.56 -0.02
H 0.65629 1.89318 -0.37991 0.95 3.20 -0.26 0.19
H -0.82836 -2.20604 -0.46630 0.78 1.84 -0.13 0.42
H -1.64919 0.56503 0.91561 -0.13 -0.46 0.17 -0.03
```
Positions in Å, forces in eV/Å.

Results
LUMO energy (spin up / spin down), eV: -0.55 / -0.85
E, a.u.: -545.909187
Highest occupied orbital energy (spin up / spin down), eV: -8.0 / -9.6

***

Entry 4:
C7H21CuFOP2 as an isolated structure in a non-equilibrium geometry. Source: the OMol25 dataset; level of theory: ωB97M-V/def2-TZVPD.

```
33
Properties=species:S:1:pos:R:3:forces:R:3:lowdin_spin:R:1
Cu 0.73879 0.19924 0.05923 0.06 -1.03 0.00 0.22
H -2.99395 -1.17165 2.63970 0.28 0.20 0.24 0.00
H -2.43160 -0.84315 3.01951 -0.28 -0.16 -0.21 0.00
P 0.03058 -2.19488 -0.37900 1.03 1.48 -0.76 0.26
P 0.22684 2.21509 -0.34261 -0.78 1.20 -0.64 0.06
C 1.45824 3.39983 0.27964 0.60 0.08 -0.09 0.01
H 1.30386 4.39738 -0.15053 -0.12 -0.15 0.20 0.00
H 1.48481 3.45358 1.37627 -0.18 -0.11 -0.32 0.00
H 2.44004 3.05133 -0.05138 0.00 0.06 0.08 0.00
C 0.03931 2.75140 -2.08897 -0.01 0.35 -0.12 0.01
H -0.85943 2.31461 -2.54780 0.26 0.03 0.23 0.00
H -0.04161 3.84616 -2.13332 -0.02 -0.19 -0.11 0.00
H 0.91300 2.43349 -2.67112 -0.19 0.06 0.17 0.01
C -1.31015 2.94261 0.38838 -0.21 -0.25 -0.10 0.01
H -1.36610 2.79199 1.48066 0.21 0.10 -0.50 0.00
H -1.39379 4.00991 0.12620 0.17 -0.28 0.23 0.00
H -2.17520 2.43816 -0.05764 0.12 0.00 0.10 0.00
C 0.23592 -2.67932 -2.11750 -0.01 -0.31 -0.11 0.04
H 0.15690 -3.77636 -2.17154 0.03 0.29 -0.26 0.01
H -0.52611 -2.20817 -2.75851 0.17 -0.24 0.37 0.00
H 1.22266 -2.33871 -2.46820 -0.38 -0.31 0.24 0.02
C 1.31143 -2.98254 0.57757 0.57 -1.26 0.55 0.08
H 1.17607 -2.87757 1.65539 -0.17 0.18 -0.13 0.00
H 1.30200 -4.05207 0.34505 0.04 -0.25 0.06 0.02
H 2.29775 -2.58082 0.34127 -0.30 0.11 -0.11 0.01
C -1.56170 -2.87188 0.23760 0.01 -0.08 0.09 0.03
H -2.41739 -2.38598 -0.26891 0.56 -0.25 0.17 0.01
H -1.57557 -3.95995 0.04455 -0.05 0.41 0.16 0.00
H -1.65154 -2.68406 1.32318 0.12 -0.10 -0.50 0.00
C 1.42860 0.04535 1.84460 0.62 -1.17 0.04 0.04
O 2.38186 -0.52685 2.28173 -0.67 0.71 0.46 0.01
H -0.37567 -0.82128 -0.59765 -1.76 0.78 -0.05 0.12
F 0.53115 0.66513 2.78413 0.28 0.07 0.62 0.02
```
Positions in Å, forces in eV/Å.

Results
LUMO energy (spin up / spin down), eV: 0.54 / 0.44
E, a.u.: -2777.449472
Highest occupied orbital energy (spin up / spin down), eV: -4.3 / -7.6
Spin multiplicity: 2

***

> Which of these has the highest E?

CH4N3P

***

> What is the E in the first record?

-8693.708230 a.u.

***

> Which value of E does entry 2 give?

-1710.657340 a.u.

***

> What is the E in the fourth record?

-2777.449472 a.u.